A structure of composition C11H2N6O7OsS5. Source: OMol25; level of theory: wB97M-V/def2-TZVPD.

Each line ends with the Mulliken charge.
CARTESIAN COORDINATES (ANGSTROEM)
Os  -7.2443  -8.2800  12.5631  1.2904
S  -3.5896  -11.1531  17.8248  -0.0887
C  -4.3034  -10.5018  16.4979  0.1284
S  -5.8125  -11.1703  15.8490  0.0230
C  -6.0797  -10.0753  14.5979  0.2134
C  -5.1219  -9.0497  14.5574  0.2788
S  -5.3114  -7.7544  13.5036  -0.2380
S  -3.7190  -9.1436  15.5042  -0.0116
S  -7.2925  -10.4283  13.4288  -0.3000
O  -13.4469  -4.9051  16.1996  -0.5980
N  -12.8040  -4.7763  15.1475  0.9680
O  -13.0113  -3.8989  14.2635  -0.5926
C  -11.6919  -5.6809  14.8620  -0.0236
C  -11.2523  -6.5013  15.8825  -0.1914
C  -10.2286  -7.3249  15.4970  -0.3301
C  -9.3900  -7.1027  14.3678  0.6868
O  -8.2139  -7.6815  14.2359  -0.7675
C  -9.9212  -6.1465  13.4584  0.1946
C  -11.0868  -5.3979  13.6382  -0.7335
N  -9.2036  -5.9265  12.3396  0.7484
O  -8.5570  -7.0644  11.8492  -0.6343
O  -9.2010  -4.9282  11.5949  -0.5985
N  -9.9201  -8.3656  16.4790  0.9500
O  -10.7123  -8.4468  17.4320  -0.6103
O  -8.8567  -8.9442  16.4038  -0.5069
H  -11.8015  -6.4401  16.8302  0.5126
H  -11.1971  -4.5464  13.0040  0.5350
N  -6.4534  -8.5873  10.6959  -0.5694
C  -6.0838  -7.9529  9.7434  0.7720
N  -5.6979  -7.1794  8.8483  -0.5011
C  -4.5162  -6.8189  8.4671  0.4675
N  -3.5513  -6.3855  7.9268  -0.4734

For the maximum force, the calculation gives 5.13 eV/A. As for the LUMO energy (spin up / spin down): -2.490 / -4.418 eV. As for the spin multiplicity: 5. The calculation puts the frontier orbital gap (spin up / spin down) at 5.797 / 5.422 eV. The total charge is 0.

=====

A cluster of 3 separate species, C35H67BBr3Cl2NO11P in total. Source: OMol25; level of theory: wB97M-V/def2-TZVPD.

Each line ends with the Mulliken charge.
CARTESIAN COORDINATES (ANGSTROEM)
C  -1.0295  -2.6891  4.0285  -1.0945
C  -0.4975  -1.7025  2.7816  0.8873
C  -0.1121  -2.7130  1.5687  -0.4682
Br  0.8844  -4.3905  2.1813  -0.1921
P  0.6504  -1.9013  0.0034  0.8981
O  0.1744  -3.4808  -0.6776  -0.7576
B  1.2692  -1.6479  -1.8025  1.1636
N  1.3262  -2.8720  -2.7572  -0.6052
O  1.7790  -0.4197  -2.4216  -0.8139
C  -1.0478  -1.0500  -0.3908  -0.9579
Br  -1.4841  -1.0304  -2.3848  -0.1294
C  -1.2380  0.4621  0.1678  0.0039
C  -0.6598  1.6735  -0.7599  -0.2700
Br  -3.2677  0.7465  0.1588  -0.2567
O  2.2330  -2.7122  0.1654  -0.5867
C  3.3486  -1.8097  0.6229  1.6084
C  4.5183  -2.1787  -0.4515  -1.0713
C  3.9189  -2.7493  1.8906  -1.1967
C  2.7834  -0.3247  0.9092  1.2507
C  3.0839  1.0228  0.0811  -0.6444
C  4.2730  1.0600  -1.0275  0.4305
C  5.7986  1.2985  -0.3846  -0.8873
O  4.0373  2.3139  -1.8250  -0.3728
C  4.5044  2.0878  -3.2326  -0.0581
C  4.0866  3.4293  -4.1376  0.3351
C  3.1676  3.2031  -5.4904  -0.2947
C  2.6370  4.4135  -6.4609  -0.3592
C  3.0449  5.9683  -6.0837  -0.3665
C  4.0041  6.2047  -4.7430  -0.3737
C  4.5339  4.9684  -3.7711  -0.3244
C  2.7821  0.1785  2.5106  -1.8162
Cl  1.4333  1.4797  2.8039  0.0349
C  4.1470  0.8672  3.0410  0.5878
C  3.9578  1.0669  4.6925  -0.9057
Cl  5.7344  -0.0063  2.7980  -0.1731
O  1.2930  -0.4676  0.7215  -0.6044
H  -1.5873  -3.6454  3.6354  0.2315
H  -0.0361  -3.0069  4.6067  0.2668
H  -1.6435  -2.0377  4.7823  0.3564
H  0.3761  -1.0909  3.2515  -0.3435
H  -1.4504  -1.0696  2.4961  -0.0603
H  -1.1456  -3.2217  1.2437  0.0185
H  -0.8035  -3.4685  -0.8935  0.1514
H  1.0099  -2.5163  -3.6998  0.1502
H  2.3597  -3.1167  -2.8220  0.2186
H  1.2772  -0.2046  -3.2733  0.2496
H  -1.9798  -1.6574  0.0446  0.5186
H  -0.9542  0.6606  1.2822  0.2207
H  -1.5604  2.2416  -1.2999  0.3880
H  0.0791  1.3664  -1.6085  -0.0983
H  -0.1383  2.5036  -0.0845  0.0107
H  5.5912  -1.7409  -0.1650  0.1710
H  4.2514  -1.9544  -1.5828  0.0352
H  4.6680  -3.3627  -0.4086  0.3619
H  5.0727  -2.6479  2.0467  0.2801
H  3.7528  -3.8672  1.5008  0.3713
H  3.2691  -2.6651  2.8550  0.2056
H  3.2552  2.0156  0.7260  0.4634
H  2.0881  1.3039  -0.5213  -0.7262
H  4.2499  0.2059  -1.8362  0.2290
H  6.3119  0.3085  -0.0365  0.0838
H  5.5967  1.9253  0.6114  0.0933
H  6.4944  1.9337  -1.0777  0.3819
H  3.9250  1.1876  -3.7538  0.0427
H  5.6474  1.8407  -3.2946  0.3099
H  2.8898  2.0779  -5.7515  0.1735
H  1.9850  4.1215  -7.3938  0.2699
H  2.6476  6.8639  -6.7574  0.2598
H  4.2875  7.3359  -4.5175  0.2397
H  5.2130  5.2060  -2.8461  0.2905
H  2.5070  -0.6812  3.2550  0.5291
H  4.2917  1.9823  2.6387  0.1943
H  3.1629  0.2847  5.1004  0.2189
H  3.4537  2.1305  4.8278  0.2025
H  4.9746  1.0347  5.2703  0.3453
C  -0.6634  4.9933  4.8183  -0.5792
O  -1.3488  5.6703  3.7754  -0.2790
C  -0.5502  5.7969  2.5972  -0.3198
C  -1.4404  6.0222  1.3724  -0.4678
O  -2.0269  4.8105  0.8780  -0.3840
C  -3.0909  4.2654  1.6704  0.4528
C  -4.3913  5.0631  1.5535  -0.7269
O  -4.3404  6.2257  2.3831  -0.2366
C  -5.2148  7.2464  1.9304  -0.8011
H  0.2289  5.5470  5.1130  0.3193
H  -1.3376  4.9132  5.6751  0.2450
H  -0.3953  3.9800  4.4981  0.1447
H  0.0554  4.8965  2.4464  0.1302
H  0.1079  6.6623  2.7370  0.4268
H  -0.8071  6.3899  0.5579  0.4073
H  -2.2006  6.7852  1.5497  0.1739
H  -2.7826  4.1322  2.7089  0.1746
H  -3.2714  3.2647  1.2628  -0.2612
H  -5.2310  4.4497  1.8994  0.3966
H  -4.5516  5.3440  0.5073  0.3581
H  -4.9323  7.5694  0.9235  0.3407
H  -5.1207  8.1019  2.6042  0.2230
H  -6.2515  6.8961  1.9403  0.3206
C  -7.1280  -8.2114  -2.2341  -0.7850
O  -5.9918  -7.3655  -2.3317  -0.2376
C  -6.3247  -6.0694  -2.8328  -0.6060
C  -5.2517  -5.0529  -2.4345  -0.2979
O  -5.3902  -4.5959  -1.0822  -0.4815
C  -5.0137  -5.5354  -0.0660  -0.5031
C  -3.4989  -5.7209  0.0437  -0.0678
O  -3.0286  -6.6039  -0.9768  -0.3693
C  -1.6582  -6.3955  -1.2768  -0.5172
H  -7.5733  -8.3699  -3.2171  0.3204
H  -6.8047  -9.1724  -1.8253  0.2290
H  -7.8636  -7.7776  -1.5473  0.3268
H  -7.2958  -5.7456  -2.4424  0.3501
H  -6.3745  -6.1417  -3.9255  0.4149
H  -5.3846  -4.1608  -3.0560  0.3841
H  -4.2424  -5.4223  -2.6251  0.1462
H  -5.5359  -6.4854  -0.1924  0.1499
H  -5.3692  -5.1013  0.8749  0.4344
H  -3.2535  -6.1760  1.0100  0.4748
H  -3.0074  -4.7455  -0.0352  -0.1009
H  -1.5014  -5.3779  -1.6485  0.1234
H  -1.3693  -7.0965  -2.0641  0.3459
H  -1.0398  -6.5766  -0.3923  0.2834

For the maximum force, the calculation gives 4.63 eV/A. As for the LUMO energy: 1.906 eV. As for the relative energy (zero: lowest compared OMol25 entry of this formula, charge and spin): 300.8 kcal per mole. The calculation puts the frontier orbital gap at 6.774 eV. The total charge is -1.

=====

A cluster of 12 separate species, C33H66Cl10O19 in total. Source: OMol25; level of theory: wB97M-V/def2-TZVPD.

Each line ends with the Mulliken charge.
CARTESIAN COORDINATES (ANGSTROEM)
C  -7.0745  -6.4266  0.9666  -1.2226
C  -6.9552  -5.3656  1.9777  -0.1137
O  -6.2012  -4.3378  1.3585  -0.3413
C  -4.9306  -4.0794  1.6527  0.6696
O  -4.2251  -4.7726  2.4219  -0.6176
O  -4.5688  -2.9076  1.1451  -0.1349
C  -3.3451  -2.2938  1.5086  -0.7819
H  -7.3357  -6.1112  -0.0435  0.3088
H  -7.7408  -7.2638  1.1745  0.3896
H  -6.0958  -6.8098  0.6776  0.3110
H  -6.5011  -5.5938  2.9419  0.3421
H  -7.9506  -5.0126  2.2471  0.2451
H  -2.5566  -3.0291  1.3484  0.4949
H  -3.3058  -1.9148  2.5298  0.5631
H  -3.0419  -1.5276  0.7951  -0.1862
C  5.0274  -0.9989  -0.9626  -1.0456
C  5.8374  -0.0968  0.0219  0.3480
O  6.8066  -0.8415  0.7866  -0.3766
C  6.4882  -1.7289  1.7973  0.4993
O  7.2685  -2.5500  2.3214  -0.6091
O  5.1950  -1.5123  2.2317  -0.0034
C  4.6706  -2.1771  3.3427  -0.1170
H  5.5681  -1.3849  -1.8267  0.4806
H  4.2422  -0.3635  -1.3723  0.1589
H  4.5060  -1.8980  -0.6342  0.2318
H  5.2162  0.4089  0.7610  -0.2632
H  6.4030  0.6253  -0.5669  0.4392
H  4.9920  -3.1891  3.0965  0.4294
H  3.6032  -2.0555  3.5271  -0.4150
H  5.2259  -1.8280  4.2132  0.2798
C  5.4201  2.9310  2.3709  -1.2473
C  3.9298  2.9629  2.7806  0.8880
O  3.7825  2.8182  4.2026  -0.4184
C  3.8397  1.6818  4.8271  0.8756
O  3.9803  0.5398  4.3612  -0.4493
O  3.7813  1.9416  6.1424  -0.4315
C  3.7884  0.9711  7.1205  -0.5363
H  5.7859  1.9133  2.5068  0.2112
H  6.1468  3.5303  2.9194  0.3741
H  5.3914  3.2345  1.3244  0.3700
H  3.3114  2.2392  2.2495  -0.3429
H  3.5229  3.9405  2.5221  0.1801
H  4.2727  0.0685  6.7478  0.2813
H  2.7339  0.8943  7.3857  0.2157
H  4.2894  1.3165  8.0248  0.2170
C  1.6689  1.7044  -4.6137  -0.9264
C  1.6064  0.2120  -4.7648  0.2672
O  2.1741  -0.4124  -3.6696  -0.1298
C  2.0032  -1.7401  -3.4954  0.4560
O  1.6399  -2.5944  -4.3044  -0.6295
O  2.2985  -2.0113  -2.2073  0.2140
C  2.1582  -3.3639  -1.7445  -0.8403
H  2.6851  2.0663  -4.4573  0.3987
H  1.1070  1.9900  -3.7244  -0.1882
H  1.3720  2.2957  -5.4799  0.4467
H  2.0816  0.0211  -5.7270  0.4004
H  0.5617  -0.0259  -4.9652  -0.2653
H  3.0016  -3.9579  -2.0963  0.3139
H  1.2394  -3.7861  -2.1516  0.3299
H  1.9720  -3.4134  -0.6716  0.2026
C  -3.6349  1.4101  -7.2456  -1.2327
C  -2.3216  1.3666  -6.3760  -0.2416
O  -2.4161  0.2592  -5.4517  0.1273
C  -2.1816  -0.9991  -5.8879  0.3839
O  -1.7913  -1.2960  -7.0170  -0.6089
O  -2.4255  -1.8200  -4.8962  -0.0909
C  -2.2466  -3.2221  -4.9657  -0.8802
H  -3.8354  0.4128  -7.6371  0.3181
H  -3.4071  1.8952  -8.1947  0.3965
H  -4.4780  1.9630  -6.8312  0.2832
H  -2.1893  2.2781  -5.7931  0.2968
H  -1.4040  1.3248  -6.9628  0.3217
H  -1.8451  -3.5981  -4.0247  0.2627
H  -1.4349  -3.4315  -5.6624  0.4116
H  -3.1373  -3.7222  -5.3459  0.2673
C  1.6727  -0.1165  0.9105  1.7154
C  0.3861  -0.8710  1.0999  1.1540
O  -0.1781  -1.0551  -0.1996  -0.6357
C  -1.0722  -0.1570  -0.7726  0.4048
C  -1.3211  -0.5450  -2.1655  0.6100
O  -1.4339  0.9303  -0.3331  -0.2564
H  2.1507  0.0304  1.8790  -0.8747
H  1.5923  0.9008  0.5274  -0.6563
H  2.4117  -0.6680  0.3292  -0.2309
H  0.5305  -1.8881  1.4643  -0.3960
H  -0.2136  -0.2731  1.7861  -0.2950
H  -2.2805  -0.0894  -2.4107  -0.0435
H  -1.3956  -1.6257  -2.2859  0.0489
H  -0.7180  -0.0393  -2.9196  -0.5005
C  -0.2511  6.4837  1.5915  -1.4461
C  -0.9022  5.1124  1.3549  0.1077
O  -0.3964  4.5223  0.1412  -0.1566
C  0.7212  3.8250  0.1448  0.5317
C  1.3090  3.6740  -1.2360  -0.7024
O  1.2539  3.2703  1.0850  -0.3995
H  -0.5836  6.7622  2.5915  0.4413
H  -0.5911  7.1565  0.8042  0.3152
H  0.8278  6.5294  1.7397  0.3202
H  -0.7244  4.4542  2.2053  0.1462
H  -1.9862  5.2188  1.3118  0.2287
H  1.3606  2.5978  -1.4011  -0.0950
H  2.2983  4.1316  -1.2282  0.4494
H  0.7096  4.1571  -2.0077  0.2828
Cl  1.2471  -3.3635  3.3893  -0.1907
C  1.2186  -1.8164  4.2582  0.7925
Cl  1.7549  -2.0219  6.0056  -0.1819
H  1.8814  -1.0831  3.7988  -0.8479
H  0.1747  -1.5026  4.2598  0.2087
Cl  -3.4518  4.2824  -1.3149  -0.1692
C  -3.1848  2.9077  -2.3898  0.4765
Cl  -1.5421  3.0106  -3.0743  -0.1792
H  -3.3184  2.0697  -1.7058  -0.6430
H  -3.8686  2.9608  -3.2370  0.4395
Cl  -4.2927  0.7904  2.6654  -0.1542
C  -3.5917  2.2198  1.8572  0.5215
Cl  -3.6660  3.6201  2.9589  -0.1795
H  -2.5321  2.0805  1.6430  -0.4836
H  -4.1462  2.4445  0.9461  0.2545
Cl  -1.5146  0.2129  6.3059  -0.1529
C  -0.5200  1.5311  5.5791  -0.2597
Cl  -0.4872  1.3995  3.7713  0.0794
H  -0.9604  2.4929  5.8421  0.3967
H  0.4844  1.5227  6.0022  -0.0421
Cl  -3.5413  -2.7589  -1.6222  -0.0976
C  -5.1226  -2.0649  -2.0618  -0.4628
Cl  -5.1153  -0.3191  -1.8142  -0.1200
H  -5.1716  -2.2633  -3.1325  0.3564
H  -5.9290  -2.5325  -1.4968  0.3553

For the maximum force, the calculation gives 4.38 eV/A. As for the LUMO energy: 0.335 eV. As for the relative energy (zero: lowest compared OMol25 entry of this formula, charge and spin): 3.8 kcal per mole. The calculation puts the frontier orbital gap at 10.812 eV. The total charge is 0. Its SMILES is CCOC(=O)OC.CCOC(=O)OC.CCOC(=O)OC.CCOC(=O)OC.CCOC(=O)OC.CCOC(C)=O.CCOC(C)=O.ClCCl.ClCCl.ClCCl.ClCCl.ClCCl.

=====

| no. | E_tot (hartree) |
| --- | --- |
| 1 | -3356.7795 |
| 2 | -11264.2386 |
| 3 | -7328.4422 |